# 1
Computed, not measured: a structure of composition C2H3N5O, with ωB97M-V with the def2-TZVPD basis set.

HOMO-LUMO gap (hartree): 0.321
E_LUMO (eV): -1.108

Cartesian coordinates (Å):
C: -0.01889 -0.99098 -0.53994
C: -0.07962 1.16583 0.74489
H: -0.29984 -2.52607 -1.75634
H: 0.85412 2.69808 -0.03412
H: 1.00322 0.62893 -1.01027
N: -0.27658 -1.36954 -1.76740
N: -0.08240 -1.75260 0.74749
N: -0.56627 -1.09875 1.65144
N: 0.38916 2.32237 0.87327
N: 0.33308 0.32800 -0.36599
O: -1.25598 0.59474 1.45697


# 2
Computed, not measured: an isolated molecule of C2H3N5O, with ωB97M-V with the def2-TZVPD basis set.

HOMO-LUMO gap (hartree): 0.357
E_LUMO (eV): -0.391

Cartesian coordinates (Å):
H: 3.10927 0.20349 0.44542
N: 2.39669 -0.69474 0.21677
C: 1.29609 -0.12510 -0.06318
N: 0.97533 1.34709 -0.25676
N: -0.03791 1.98184 -0.17895
O: -1.13064 1.19856 0.27451
C: -1.12866 -0.21479 -0.06092
N: -2.33529 -0.74657 -0.00991
H: -3.19355 -0.25086 0.20658
N: 0.08759 -0.80700 -0.39215
H: -0.03892 -1.89192 -0.18141


# 3
Computed, not measured: an isolated molecule of C2H3N5O, with ωB97M-V with the def2-TZVPD basis set.

HOMO-LUMO gap (hartree): 0.330
E_LUMO (eV): -0.554

Cartesian coordinates (Å):
H: 0.85397 -2.55100 -1.15638
N: 1.37605 -2.12297 -0.31243
C: 0.97943 -0.94433 -0.37664
N: 0.04343 -0.45031 -1.41972
C: -0.77815 0.34676 -0.94327
N: -0.96937 0.44007 0.53308
O: -1.65504 1.58530 1.02053
N: 0.44116 0.70078 1.03544
N: 1.23736 0.23044 0.25238
H: -1.66213 0.79594 -1.42799
H: -2.05955 1.07202 1.71831


# 4
Computed, not measured: a cluster of 2 separate species, C2H3NO in total, with ωB97M-V with the def2-TZVPD basis set.

HOMO-LUMO gap (spin up / spin down) (hartree): 0.300 / 0.304
E_LUMO (spin up / spin down) (eV): -0.258 / -0.598

Cartesian coordinates (Å):
C: -1.16200 0.02059 -0.16686
C: -0.10734 -0.29142 0.44519
N: 1.90786 0.45487 -0.17527
O: 2.78939 0.05761 -0.89568
H: -1.32371 0.45701 -1.06415
H: -2.04912 -0.09261 0.35539
H: -0.05507 -0.60605 1.50138


# 5
Computed, not measured: an isolated molecule of C2H3NO, with ωB97M-V with the def2-TZVPD basis set.

HOMO-LUMO gap (spin up / spin down) (hartree): 0.297 / 0.298
E_LUMO (spin up / spin down) (eV): -2.381 / -2.381

Cartesian coordinates (Å):
H: -2.21779 0.54427 -0.32991
N: -1.48595 -0.16607 -0.13894
C: -0.35546 0.25387 0.09727
C: 0.78541 -0.53977 0.11779
O: 2.37249 0.12924 -0.04318
H: -0.09976 1.30165 0.30388
H: 1.00106 -1.52318 -0.00690


# 6
Computed, not measured: a cluster of 2 separate species, C2H3NO in total, with ωB97M-V with the def2-TZVPD basis set.

HOMO-LUMO gap (hartree): 0.317
E_LUMO (eV): 0.916

Cartesian coordinates (Å):
C: 0.00585 0.77870 -0.35344
C: 0.34098 -1.14545 1.00373
N: -0.68552 0.54149 -1.32765
O: 1.00156 -1.04411 1.97640
H: 0.45425 1.62588 0.13697
H: -0.13201 -2.01431 0.55399
H: -0.98511 1.25781 -1.99000


# 7
Computed, not measured: a structure of composition C2H3NO, with ωB97M-V with the def2-TZVPD basis set.

HOMO-LUMO gap (spin up / spin down) (hartree): 0.316 / 0.316
E_LUMO (spin up / spin down) (eV): -0.549 / -0.548

Cartesian coordinates (Å):
C: 2.07476 -0.29257 -0.18379
C: 0.93090 0.06233 -0.05913
N: -1.64310 -0.14255 -0.21349
O: -0.13842 0.60075 0.23165
H: 3.05138 -0.57869 0.09395
H: -2.17537 0.72370 -0.60669
H: -2.10016 -0.37297 0.73750


# 8
Computed, not measured: an isolated molecule of C2H3NO2, with ωB97M-V with the def2-TZVPD basis set.

HOMO-LUMO gap (spin up / spin down) (hartree): 0.335 / 0.320
E_LUMO (spin up / spin down) (eV): -1.379 / -1.118

Cartesian coordinates (Å):
C: 0.49195 -0.19272 -0.75408
C: -0.48328 0.09346 0.13890
N: 0.37904 -0.21955 -2.10593
O: 2.28949 0.92844 -2.46281
O: 1.19106 0.47216 -2.85250
H: 1.52904 -0.31907 -0.18832
H: -1.43193 0.47108 -0.10289
H: -0.29851 0.13632 1.19129


# 9
Computed, not measured: a cluster of 2 separate species, C2H3NO2 in total, with ωB97M-V with the def2-TZVPD basis set.

HOMO-LUMO gap (hartree): 0.397
E_LUMO (eV): 0.890

Cartesian coordinates (Å):
N: 2.39608 -0.06164 -0.57700
C: 1.39890 -0.65907 -0.56220
O: 0.39085 -1.25131 -0.47117
H: 3.36210 -0.39632 -0.59576
C: -1.86837 0.54146 0.48505
O: -0.69420 0.41268 0.65489
H: -2.63873 -0.05183 0.87683
H: -2.34663 1.46603 0.18935


# 10
Computed, not measured: an isolated molecule of C2H3NO2, with ωB97M-V with the def2-TZVPD basis set.

HOMO-LUMO gap (hartree): 0.426
E_LUMO (eV): 0.806

Cartesian coordinates (Å):
H: -1.09940 -1.03949 1.74808
N: -0.41422 -0.54394 1.18429
C: -0.91972 -0.14087 0.10278
O: -0.19286 0.57089 -0.79799
C: 1.17937 0.49158 -0.67644
O: 1.87731 1.42096 -0.93288
H: -1.94719 -0.25010 -0.24999
H: 1.51671 -0.50903 -0.37785


Respective DFT total energy values: -426.86256, -426.89688, -426.82756, -207.78397, -207.78627, -207.86062, -207.80700, -282.98098, -283.19063, -283.22914 hartree.
Respective energy relative to the best compared isomer or geometry (same formula, charge and spin) values: 512.1, 422.0, 604.0, 561.0, 555.0, 359.8, 500.6, 727.3, 176.9, 75.8 kJ/mol.